(1)
{
  "formula": "C6H9N",
  "method": "ωB97M-V/def2-TZVPD",
  "lumo_energy_ev": 0.99,
  "charge": 0,
  "e_homo_ha": -0.28977,
  "symbols": ["C", "C", "C", "C", "N", "C", "C", "H", "H", "H", "H", "H", "H", "H", "H", "H"],
  "xyz": [[-2.47877, 1.20865, -1.33911], [-1.29663, 1.40639, -0.35220], [-0.13343, 0.82515, -0.30326], [1.05218, 0.60734, 0.22333], [1.28420, -0.36543, 1.22680], [2.17198, -1.43474, 0.80529], [0.71568, -1.67221, 0.95367], [-2.51304, 1.96944, -2.13247], [-3.46466, 1.22305, -0.85898], [-2.40702, 0.23702, -1.86549], [1.91014, 1.18956, -0.09321], [-0.73423, 1.93962, 0.53640], [2.86774, -1.79295, 1.55755], [2.56507, -1.36191, -0.20767], [0.12628, -1.75653, 0.04076], [0.33452, -2.22243, 1.80860]],
  "nbo_charge": [-0.63, -0.29, -0.04, -0.15, -0.40, -0.26, -0.25, 0.23, 0.23, 0.22, 0.21, 0.33, 0.20, 0.20, 0.20, 0.20]
}

---

(2)
{
  "formula": "C5H8O",
  "method": "ωB97M-V/def2-TZVPD",
  "lumo_energy_ev": [3.86, 3.89],
  "charge": -1,
  "e_homo_ha": [-0.02301, -0.01695],
  "multiplicity": 2,
  "symbols": ["C", "C", "C", "C", "C", "O", "H", "H", "H", "H", "H", "H", "H", "H"],
  "xyz": [[-2.19566, -1.03599, -0.78952], [-1.60614, -0.11573, 0.17275], [-0.24590, -0.06375, 0.41056], [0.88263, 0.83168, 0.27700], [2.16987, 0.55979, 0.30377], [2.95925, 1.65844, 0.38295], [-2.43861, -2.01158, -0.29396], [-1.63420, -1.22611, -1.68080], [-3.13119, -0.58516, -1.12708], [-2.09502, 0.29465, 0.98935], [0.10830, -0.99346, 0.89224], [0.60528, 1.77570, -0.32482], [2.75338, -0.41466, 0.48904], [3.86801, 1.32618, 0.29854]],
  "mulliken_spin": [0.00, 0.49, 0.06, -0.03, 0.23, 0.04, 0.04, 0.00, 0.05, 0.05, 0.05, 0.00, 0.02, -0.01]
}

---

(3)
{
  "formula": "C4H5NO2S",
  "method": "ωB97M-V/def2-TZVPD",
  "lumo_energy_ev": [-0.65, -0.65],
  "charge": 0,
  "e_homo_ha": [-0.30988, -0.30986],
  "symbols": ["C", "C", "C", "C", "N", "O", "O", "S", "H", "H", "H", "H", "H"],
  "xyz": [[-1.20590, -1.00142, -0.52361], [0.01705, -0.66181, -0.97636], [-1.72606, 0.07072, 0.32726], [2.23722, -0.06981, 0.38309], [-0.75181, 0.96825, 0.60811], [-2.90019, 0.13232, 0.54384], [0.95149, 1.99861, -0.83830], [0.70105, 0.76314, -0.21955], [-1.69069, -1.91344, -0.56907], [0.63258, -1.28700, -1.49188], [2.79501, 0.31746, 1.20042], [1.93185, -1.13924, 0.42542], [-0.99161, 1.82222, 1.13063]],
  "nbo_charge": [-0.19, -0.43, 0.62, -0.90, -0.86, -0.54, -0.90, 1.86, 0.24, 0.24, 0.22, 0.19, 0.44]
}

---

(4)
{
  "formula": "C3H2CuO4",
  "method": "ωB97M-V/def2-TZVPD",
  "lumo_energy_ev": 2.33,
  "charge": -1,
  "e_homo_ha": -0.11703,
  "symbols": ["C", "C", "O", "H", "O", "C", "O", "O", "Cu", "H"],
  "xyz": [[2.21381, 1.39258, -0.07147], [1.73713, 2.61128, -0.11947], [1.31444, 3.70066, -0.08906], [3.30229, 1.24148, 0.05914], [-0.23354, -1.78822, -0.00914], [-1.49539, -1.86210, 0.03681], [-2.24912, -0.80220, 0.04299], [-2.11647, -3.00348, 0.08532], [-3.97980, -2.01146, 0.11462], [1.50663, 0.52145, -0.04975]],
  "nbo_charge": [-0.80, 0.71, -0.50, 0.25, -0.82, 0.93, -0.94, -0.94, 0.79, 0.33]
}

---

(5)
{
  "formula": "C11H13AsBrO2S4Tc",
  "method": "ωB97M-V/def2-TZVPD",
  "lumo_energy_ev": [-10.55, -10.55],
  "charge": 2,
  "e_homo_ha": [-0.53061, -0.53061],
  "symbols": ["Tc", "S", "As", "S", "S", "S", "Br", "C", "C", "C", "C", "C", "C", "C", "O", "O", "H", "H", "H", "H", "C", "C", "C", "C", "H", "H", "H", "H", "H", "H", "H", "H", "H"],
  "xyz": [[-1.63610, 0.32522, -0.42236], [-5.70800, 0.50472, -3.55686], [-4.70560, 0.66592, -1.60946], [-3.41000, -1.06048, -0.72466], [-2.83860, 2.05802, -1.16596], [-6.88950, 0.96102, -1.81486], [2.15710, 3.19842, -1.63716], [2.91000, 1.47272, -1.78126], [4.23650, 1.36862, -2.17936], [4.80500, 0.11882, -2.35976], [4.05890, -1.03908, -2.15686], [2.73560, -0.94288, -1.76296], [2.14580, 0.30812, -1.56046], [0.76230, 0.39022, -1.11316], [0.27960, 1.37142, -0.49806], [-0.07790, -0.56408, -1.31086], [4.81050, 2.26642, -2.35396], [5.83860, 0.05382, -2.65886], [4.50570, -2.01058, -2.30496], [2.14360, -1.83158, -1.59556], [-1.66110, -0.64298, 3.91634], [-1.56210, -0.79078, 2.39334], [-0.16860, -1.27328, 1.97424], [-1.86400, 0.52352, 1.71874], [-1.43110, -1.59888, 4.37624], [-2.66030, -0.35928, 4.22884], [-0.95530, 0.08992, 4.29204], [-2.31660, -1.52808, 2.08464], [0.54950, -0.45548, 2.05534], [-0.18640, -1.64898, 0.94394], [0.16940, -2.08298, 2.61664], [-1.15190, 1.29382, 2.03404], [-2.88490, 0.85862, 1.93294]],
  "nbo_charge": [0.82, 0.01, 0.80, 0.09, 0.13, 0.08, 0.14, -0.02, -0.24, -0.10, -0.21, -0.13, -0.20, 0.78, -0.60, -0.57, 0.26, 0.25, 0.25, 0.23, -0.59, -0.27, -0.63, -0.40, 0.25, 0.23, 0.23, 0.21, 0.22, 0.20, 0.26, 0.27, 0.25]
}

---

(6)
{
  "formula": "C9H10N3O2",
  "method": "ωB97M-V/def2-TZVPD",
  "lumo_energy_ev": [-6.15, -6.15],
  "charge": 1,
  "e_homo_ha": [-0.45873, -0.45861],
  "symbols": ["C", "C", "C", "C", "C", "C", "C", "C", "C", "N", "N", "N", "O", "O", "H", "H", "H", "H", "H", "H", "H", "H", "H", "H"],
  "xyz": [[0.96479, 0.88379, -1.60999], [2.06384, 1.53923, -1.90380], [-0.49541, 1.80612, 0.73292], [-0.53565, -1.50954, 0.22652], [-0.95844, -0.27814, -0.61147], [0.59710, -2.18426, -0.07302], [-1.38003, 0.96894, 0.21355], [0.94634, -3.47245, 0.60430], [-2.78919, 1.12446, 0.62266], [0.14303, 0.01967, -1.47612], [0.46075, 2.51174, 1.28234], [2.94457, 2.28024, -2.07334], [3.89277, 2.88742, -2.21311], [1.15357, 3.36679, 0.70602], [-1.11423, -1.71196, 1.09262], [-1.71000, -0.71654, -1.21020], [1.12026, -2.08337, -0.98141], [0.99288, -4.22025, -0.12716], [1.96652, -3.60809, 0.96940], [0.32049, -3.66262, 1.39272], [-3.29326, 0.60951, -0.21414], [-3.01803, 2.30856, 0.67147], [-2.99580, 0.88568, 1.67742], [0.72314, 2.25505, 2.30183]],
  "nbo_charge": [0.55, -0.02, 0.19, -0.21, -0.12, -0.13, -0.05, -0.65, -0.65, -0.19, -0.05, 0.42, -0.12, -0.49, 0.23, 0.26, 0.20, 0.24, 0.24, 0.22, 0.23, 0.26, 0.26, 0.39]
}

---

(7)
{
  "formula": "C5H11NO",
  "method": "ωB97M-V/def2-TZVPD",
  "lumo_energy_ev": 0.90,
  "charge": 0,
  "e_homo_ha": -0.27788,
  "symbols": ["C", "C", "C", "N", "C", "C", "O", "H", "H", "H", "H", "H", "H", "H", "H", "H", "H", "H"],
  "xyz": [[1.66794, 0.29482, -1.38370], [0.96162, -0.47067, -0.29582], [1.49346, -0.54100, 1.08704], [0.36947, 0.33222, 0.77227], [-0.90470, -0.08323, 1.27260], [-2.24097, -0.12312, -0.89338], [-1.91469, 0.66550, 0.57290], [0.94353, 0.64380, -2.12734], [2.40481, -0.33599, -1.89244], [2.18324, 1.16532, -0.96477], [0.35321, -1.30958, -0.63036], [2.41336, -0.02602, 1.35447], [1.28660, -1.44173, 1.66497], [-1.17557, -1.12562, 1.07367], [-0.98091, 0.16246, 2.33705], [-2.00490, 0.73208, -1.55906], [-3.33904, -0.07529, -0.78443], [-1.51646, 1.53605, 0.39634]],
  "nbo_charge": [-0.62, -0.07, -0.26, -0.46, 0.10, -0.56, -0.55, 0.22, 0.22, 0.21, 0.23, 0.21, 0.20, 0.20, 0.18, 0.11, 0.13, 0.51]
}

---

Calculated values (kcal/mol) of energy relative to the best compared isomer or geometry (same formula, charge and spin) for the records, taken in order: 117.8; 59.2; 123.0; 10.2; 28.5; 248.8; 134.6.